This record from OMol25 describes a molecular structure, C47H100F6N7O21PbS2. The level of theory is ωB97M-V with the def2-TZVPD basis set.

Computed properties:
Net charge: +1
Calculated total energy in eV: -146998.802
LUMO energy in eV: -3.04

XYZ file:
```
184
C47H100F6N7O21PbS2 (ωB97M-V with the def2-TZVPD basis set)
Pb -0.17 -1.71 4.19
C -1.68 0.90 0.57
F -1.44 -0.09 -0.30
F -1.50 2.08 0.03
F -2.95 0.76 0.98
S -0.59 0.74 2.12
O 0.05 1.99 2.28
O -1.50 0.27 3.14
N 0.36 -0.56 1.83
S 1.54 -0.09 0.82
O 1.15 0.90 -0.12
O 2.77 0.10 1.51
C 1.82 -1.59 -0.20
F 0.65 -2.05 -0.68
F 2.61 -1.30 -1.22
F 2.40 -2.55 0.53
C -1.41 -3.43 1.33
O -1.69 -3.00 2.66
C -3.08 -2.78 2.92
C -3.31 -2.67 4.40
N -2.74 -1.42 4.89
C -3.02 -1.11 6.31
C -4.34 -0.37 6.45
O -4.08 0.91 5.88
C -5.24 1.65 5.60
H -1.83 -4.42 1.13
H -0.35 -3.37 1.13
H -1.94 -2.76 0.64
H -3.67 -3.64 2.58
H -3.44 -1.91 2.36
H -3.01 -3.52 5.01
H -4.41 -2.65 4.53
H -3.14 -0.64 4.36
H -2.26 -0.46 6.73
H -3.07 -2.05 6.87
H -4.61 -0.24 7.50
H -5.15 -0.83 5.87
H -6.05 1.46 6.31
H -5.58 1.47 4.57
H -5.03 2.72 5.65
C 11.21 -0.64 -1.43
O 9.81 -0.57 -1.64
C 9.24 0.63 -1.14
C 7.87 0.82 -1.75
N 6.85 0.09 -1.00
C 5.50 0.24 -1.58
C 5.05 1.68 -1.58
O 5.50 2.34 -2.74
C 5.21 3.71 -2.69
H 11.48 -1.66 -1.69
H 11.48 -0.40 -0.40
H 11.72 0.08 -2.09
H 9.87 1.48 -1.45
H 9.20 0.66 -0.04
H 7.90 0.55 -2.81
H 7.67 1.90 -1.75
H 7.12 -0.87 -1.21
H 4.74 -0.27 -0.98
H 5.42 -0.21 -2.58
H 5.50 2.18 -0.71
H 3.96 1.78 -1.46
H 5.38 4.16 -3.67
H 5.87 4.23 -1.98
H 4.18 3.90 -2.39
C -3.72 2.48 -2.25
O -4.03 2.43 -3.61
C -4.67 1.22 -3.97
C -4.79 1.16 -5.48
N -5.83 2.09 -5.92
C -6.17 1.94 -7.34
C -5.06 2.32 -8.30
O -4.78 3.69 -8.12
C -3.77 4.16 -8.97
H -3.39 3.49 -1.98
H -2.88 1.80 -2.02
H -4.57 2.27 -1.59
H -5.69 1.17 -3.56
H -4.06 0.38 -3.61
H -5.04 0.13 -5.72
H -3.82 1.49 -5.88
H -5.42 3.02 -5.84
H -7.00 2.64 -7.47
H -6.53 0.94 -7.59
H -5.34 2.17 -9.35
H -4.19 1.66 -8.12
H -3.68 5.22 -8.76
H -4.03 4.00 -10.02
H -2.82 3.61 -8.85
C 0.76 -5.10 3.35
O 1.28 -3.79 3.44
C 2.71 -3.76 3.51
C 3.15 -2.32 3.62
N 2.44 -1.70 4.75
C 2.84 -0.29 4.90
C 1.98 0.45 5.91
O 0.67 0.42 5.36
C -0.18 1.46 5.88
H -0.23 -5.13 3.80
H 1.29 -5.76 4.05
H 0.85 -5.50 2.35
H 3.14 -4.23 2.62
H 3.04 -4.35 4.38
H 2.89 -1.84 2.69
H 4.24 -2.22 3.69
H 2.71 -2.25 5.56
H 2.84 0.26 3.95
H 3.92 -0.25 5.15
H 2.40 1.45 6.01
H 2.09 -0.05 6.88
H -1.19 1.32 5.52
H 0.21 2.43 5.57
H -0.24 1.39 6.97
C 6.44 -4.24 -8.79
O 5.87 -3.55 -7.71
C 4.46 -3.59 -7.69
C 3.99 -2.94 -6.40
N 4.44 -3.71 -5.23
C 4.20 -2.96 -4.01
C 4.77 -3.72 -2.84
O 6.17 -3.81 -2.80
C 6.62 -4.51 -1.69
H 6.05 -5.26 -8.88
H 7.51 -4.22 -8.63
H 6.24 -3.71 -9.73
H 4.06 -4.61 -7.76
H 4.05 -2.97 -8.50
H 2.90 -2.83 -6.45
H 4.36 -1.90 -6.33
H 5.45 -3.69 -5.36
H 3.13 -2.82 -3.86
H 4.68 -1.97 -4.03
H 4.33 -4.73 -2.74
H 4.48 -3.32 -1.84
H 6.19 -5.52 -1.63
H 6.44 -3.97 -0.75
H 7.70 -4.66 -1.76
C -3.71 5.42 1.33
O -2.43 5.17 1.88
C -2.41 4.18 2.88
C -3.01 4.67 4.19
N -2.33 5.89 4.61
C -2.98 6.46 5.80
C -2.17 7.59 6.38
O -2.38 8.74 5.60
C -1.31 9.65 5.68
H -4.40 5.86 2.07
H -4.13 4.50 0.92
H -3.59 6.20 0.58
H -1.35 3.99 3.04
H -2.89 3.23 2.59
H -2.96 3.88 4.95
H -4.09 4.85 4.08
H -2.50 6.54 3.85
H -3.13 5.66 6.53
H -3.96 6.91 5.54
H -1.13 7.30 6.52
H -2.56 7.79 7.39
H -1.62 10.58 5.21
H -0.38 9.24 5.28
H -1.13 9.99 6.72
C -5.95 -2.85 1.43
C -5.67 -3.63 0.33
C -5.33 -3.05 -0.90
C -5.24 -1.68 -1.00
C -5.48 -0.90 0.12
C -5.85 -1.47 1.32
O -6.02 -0.64 2.41
O -5.24 -3.81 -2.03
H -6.35 -3.34 2.31
H -5.71 -4.72 0.38
H -5.00 -1.25 -1.97
H -5.47 0.18 0.03
H -6.60 -1.05 3.05
H -5.27 -4.75 -1.81
C -2.02 -3.60 -3.49
C -1.93 -3.63 -1.96
O -0.74 -4.38 -1.73
C 0.00 -4.45 -2.87
O 1.03 -5.02 -3.00
O -0.67 -3.86 -3.90
H -2.36 -2.63 -3.87
H -2.65 -4.34 -3.97
H -2.73 -4.25 -1.55
H -1.88 -2.63 -1.56
```

Löwdin population analysis, charges in e, atoms 1 to 8: Pb 1.6887; C -0.6480; F 0.1274; F 0.1754; F 0.1198; S 0.5911; O -0.2261; O -0.3983


This record from OMol25 describes 10 unconnected molecules or ions with the total composition C24H68O10. The level of theory is ωB97M-V with the def2-TZVPD basis set.

Computed properties:
Net charge: +1
⟨S²⟩: 0.75
Energy above the lowest of the compared OMol25 structures with the same formula, charge and spin in kJ/mol: 57.68
Calculated total energy in eV: -46453.567
LUMO energy (alpha / beta) in eV: -2.50 / -9.07
Spin multiplicity: 2

XYZ file:
```
102
C24H68O10 (ωB97M-V with the def2-TZVPD basis set)
O -1.25 -3.40 3.78
H -1.85 -4.14 3.89
H -0.41 -3.81 3.59
O -4.10 -2.09 1.52
H -4.12 -1.60 2.34
H -4.77 -2.76 1.62
C -0.48 0.37 -4.42
C -1.35 -0.10 -5.54
C -2.69 0.55 -5.43
O -0.75 0.30 -6.74
H 0.45 -0.19 -4.56
H -1.04 0.16 -3.51
H -0.37 1.45 -4.46
H -1.53 -1.18 -5.56
H -3.48 -0.03 -5.89
H -2.58 1.56 -5.84
H -3.04 0.78 -4.42
H -0.59 1.25 -6.67
C -0.82 -0.78 1.44
C -0.10 -0.58 0.08
C 0.63 0.74 -0.13
O 0.76 -1.65 -0.01
H -1.42 0.05 1.81
H -0.18 -0.83 2.32
H -1.38 -1.72 1.43
H -0.80 -0.78 -0.72
H -0.11 1.49 0.17
H 0.90 0.88 -1.18
H 1.49 0.77 0.53
H 1.46 -1.53 0.64
C -1.36 3.88 -0.84
C -0.97 5.31 -0.51
C -2.12 5.92 0.30
O 0.15 5.17 0.31
H -2.21 3.86 -1.52
H -1.68 3.19 -0.06
H -0.56 3.35 -1.37
H -0.85 5.75 -1.50
H -3.06 5.79 -0.24
H -2.08 7.00 0.40
H -2.18 5.36 1.23
H 0.92 4.91 -0.21
C 5.52 2.46 2.99
C 5.85 2.82 1.55
C 5.38 1.70 0.55
O 5.05 3.91 1.09
H 5.57 3.33 3.65
H 6.26 1.74 3.34
H 4.56 2.02 3.24
H 6.91 3.06 1.54
H 5.56 0.64 0.74
H 5.78 1.90 -0.44
H 4.30 1.77 0.49
H 4.29 3.92 1.68
C 4.13 3.72 -2.42
C 2.85 4.41 -2.03
C 1.86 4.01 -3.05
O 2.38 3.95 -0.73
H 4.07 2.64 -2.33
H 4.92 3.91 -1.70
H 4.56 4.10 -3.35
H 2.87 5.50 -2.06
H 2.11 4.35 -4.06
H 0.87 4.37 -2.78
H 1.72 2.93 -2.95
H 3.17 3.99 -0.18
C -4.56 1.02 3.31
C -3.48 0.45 4.23
C -3.55 0.98 5.61
O -3.80 -0.99 4.34
H -4.48 2.10 3.38
H -5.58 0.76 3.61
H -4.34 0.93 2.25
H -2.41 0.55 4.06
H -3.26 2.02 5.76
H -3.00 0.39 6.35
H -4.62 0.86 5.79
H -3.35 -1.31 5.13
C -1.59 -4.87 -3.40
C -1.30 -3.95 -2.27
C -1.78 -4.41 -0.87
O 0.07 -3.95 -2.08
H -1.50 -5.90 -3.04
H -0.81 -4.87 -4.16
H -2.57 -4.82 -3.88
H -1.73 -2.96 -2.44
H -1.41 -3.70 -0.14
H -1.50 -5.43 -0.58
H -2.87 -4.33 -0.78
H 0.26 -3.08 -1.73
C 1.81 -5.30 1.23
C 0.62 -5.92 2.05
C 0.50 -7.40 1.91
O 0.80 -5.61 3.45
H 1.63 -4.47 0.54
H 2.18 -6.04 0.51
H 2.71 -5.14 1.83
H -0.32 -5.50 1.69
H 1.25 -8.04 2.37
H 0.46 -7.73 0.87
H -0.43 -7.72 2.38
H 0.92 -6.48 3.84
```

Löwdin population analysis, charges in e, atoms 1 to 8: O -0.0477; H 0.0349; H -0.0015; O -0.0623; H -0.0106; H 0.0322; C -0.0680; C -0.5515


This record from OMol25 describes a molecular structure, C4H5AuO2. The level of theory is ωB97M-V with the def2-TZVPD basis set.

Computed properties:
Net charge: +1
⟨S²⟩: 3.76
Energy above the lowest of the compared OMol25 structures with the same formula, charge and spin in kJ/mol: 265.96
Calculated total energy in eV: -11998.621
LUMO energy (alpha / beta) in eV: -3.44 / -9.71
Spin multiplicity: 4

XYZ file:
```
12
C4H5AuO2 (ωB97M-V with the def2-TZVPD basis set)
H 4.13 1.09 0.81
O 3.24 0.72 0.78
Au 1.85 1.68 0.35
O 1.81 -1.55 -5.37
C 2.07 -1.14 -4.26
C 1.93 -2.00 -3.02
C 2.80 -1.58 -1.92
C 3.67 -1.37 -1.09
H 2.39 -0.09 -4.10
H 2.08 -3.05 -3.28
H 0.88 -1.89 -2.69
H 4.52 -1.12 -0.48
```

natural (NBO) population analysis, charges in e, atoms 1 to 8: H 0.4950; O -0.7658; Au 0.7993; O -0.4340; C 0.4353; C -0.6408; C 0.1875; C -0.0954


This record from OMol25 describes a molecular structure, C19H35NO2OsP2. The level of theory is ωB97M-V with the def2-TZVPD basis set.

Computed properties:
Net charge: +2
⟨S²⟩: 6.03
Energy above the lowest of the compared OMol25 structures with the same formula, charge and spin in kJ/mol: 41.49
Calculated total energy in eV: -46879.603
LUMO energy (alpha / beta) in eV: -6.28 / -9.81
Spin multiplicity: 5

XYZ file:
```
60
C19H35NO2OsP2 (ωB97M-V with the def2-TZVPD basis set)
P -0.17 -1.72 -5.26
P 0.08 2.02 -5.36
C -0.40 -0.53 -6.66
C 0.41 0.77 -6.70
H -1.48 -0.34 -6.74
H -0.11 -1.14 -7.53
H 1.49 0.58 -6.68
H 0.18 1.31 -7.63
C -1.44 2.85 -5.96
H -1.74 3.62 -5.23
H -2.25 2.12 -6.08
H -1.27 3.34 -6.92
C 1.46 3.20 -5.67
H 1.30 3.75 -6.60
H 2.41 2.63 -5.74
H 1.51 3.91 -4.83
C -1.31 -3.02 -5.90
H -1.33 -3.88 -5.21
H -0.94 -3.34 -6.88
H -2.32 -2.59 -6.01
C 1.46 -2.38 -5.71
H 2.21 -1.58 -5.78
H 1.38 -2.87 -6.69
H 1.78 -3.14 -4.98
Os 0.10 -0.28 -0.84
C 0.50 2.12 -2.37
C -0.79 1.59 -2.22
C -1.69 0.76 -3.13
C -1.75 -0.77 -2.93
C -0.49 -1.47 -2.47
C 0.90 -1.06 -2.64
C 1.29 0.07 -3.56
C 1.71 1.35 -2.82
C 0.29 -1.61 0.50
H 0.76 3.00 -1.78
H -1.43 2.15 -1.53
H -1.56 1.04 -4.20
H -2.72 1.10 -2.93
H -2.52 -0.96 -2.17
H -2.15 -1.24 -3.86
H -0.66 -2.53 -2.19
H 1.66 -1.86 -2.53
H 0.38 0.30 -4.16
H 2.09 -0.22 -4.27
H 2.33 1.07 -1.95
H 2.32 1.97 -3.49
H 1.20 -1.39 1.08
H 0.32 -2.62 0.06
H -0.61 -1.49 1.13
O -2.31 1.27 0.76
C -1.21 1.61 1.16
C -0.85 2.53 2.32
C 0.66 2.62 2.31
C 1.12 1.78 1.14
O 2.26 1.61 0.72
N -0.01 1.20 0.58
H -1.32 3.50 2.17
H -1.23 2.09 3.24
H 1.01 3.65 2.19
H 1.09 2.21 3.23
```

natural (NBO) population analysis, charges in e, atoms 1 to 8: P 1.1535; P 1.1116; C -0.7342; C -0.7397; H 0.2454; H 0.2689; H 0.2419; H 0.2783


This record from OMol25 describes 3 unconnected molecules or ions with the total composition C15H24BClO7. The level of theory is ωB97M-V with the def2-TZVPD basis set.

Computed properties:
Net charge: 0
Structure (SMILES): CC[C@H](Cl)BCC(=O)OC(C)=O.O=C1CCCO1.O=C1CCCO1
Energy above the lowest of the compared OMol25 structures with the same formula, charge and spin in kJ/mol: 66.00
Calculated total energy in eV: -43475.302
LUMO energy in eV: 0.33

XYZ file:
```
48
C15H24BClO7 (ωB97M-V with the def2-TZVPD basis set)
C -2.22 0.47 1.48
C -2.06 -0.32 0.17
C -2.87 -1.63 0.12
Cl -2.54 -2.37 -1.52
B -4.44 -1.46 0.23
C -5.24 -1.33 1.60
C -5.82 0.04 1.90
O -5.84 0.42 2.97
O -6.35 0.82 0.87
C -5.45 1.70 0.28
C -5.23 1.47 -1.21
O -4.91 2.55 0.84
H -1.86 1.49 1.31
H -3.24 0.57 1.83
H -1.57 0.03 2.23
H -1.02 -0.60 0.10
H -2.25 0.27 -0.72
H -2.48 -2.32 0.87
H -5.07 -1.44 -0.78
H -4.61 -1.68 2.41
H -6.09 -2.03 1.53
H -5.90 0.70 -1.57
H -5.42 2.42 -1.70
H -4.20 1.18 -1.39
O 0.32 -1.07 2.07
C 1.51 -0.95 1.99
O 2.38 -1.50 2.87
C 3.72 -1.08 2.57
C 3.69 -0.67 1.10
C 2.27 -0.14 0.95
H 3.97 -0.24 3.23
H 4.40 -1.90 2.76
H 4.46 0.05 0.85
H 3.82 -1.54 0.47
H 2.19 0.92 1.21
H 1.87 -0.32 -0.04
O 2.61 0.42 -2.27
C 3.79 0.55 -2.34
O 4.66 -0.01 -1.45
C 6.00 0.42 -1.75
C 5.98 0.83 -3.21
C 4.56 1.35 -3.38
H 6.26 1.25 -1.09
H 6.69 -0.41 -1.56
H 6.75 1.55 -3.47
H 6.12 -0.05 -3.85
H 4.48 2.41 -3.12
H 4.16 1.18 -4.37
```

natural (NBO) population analysis, charges in e, atoms 1 to 8: C -0.6246; C -0.4064; C -0.5349; Cl -0.1009; B 0.7445; C -0.9038; C 0.8252; O -0.4909


This record from OMol25 describes 2 unconnected molecules or ions with the total composition C26H23NO2. The level of theory is ωB97M-V with the def2-TZVPD basis set.

Computed properties:
Net charge: 0
Energy above the lowest of the compared OMol25 structures with the same formula, charge and spin in kJ/mol: 66.43
Calculated total energy in eV: -32918.856
LUMO energy in eV: -3.06

XYZ file:
```
52
C26H23NO2 (ωB97M-V with the def2-TZVPD basis set)
C -5.84 0.00 -1.14
C -4.42 0.00 -0.55
C -4.48 0.01 0.98
C -3.63 -1.24 -1.03
C -2.18 -1.19 -0.64
O -1.64 -2.26 -0.41
N -1.51 -0.01 -0.52
C -2.16 1.18 -0.71
O -1.58 2.24 -0.60
C -3.63 1.24 -1.05
H -5.81 0.00 -2.23
H -6.39 -0.87 -0.81
H -6.39 0.89 -0.82
H -3.48 0.01 1.41
H -5.00 0.89 1.35
H -5.00 -0.87 1.35
H -4.07 -2.15 -0.61
H -3.69 -1.34 -2.12
H -3.73 1.35 -2.13
H -4.04 2.15 -0.61
C 1.94 -0.15 0.21
C 2.10 -1.40 -0.54
C 1.58 -2.62 -0.09
C 1.93 -3.80 -0.71
C 2.79 -3.80 -1.79
C 3.30 -2.60 -2.26
C 2.95 -1.42 -1.66
C 2.20 1.15 -0.35
C 2.61 2.02 0.68
C 3.04 3.31 0.40
C 2.99 3.75 -0.91
C 2.50 2.92 -1.92
C 2.11 1.63 -1.66
C 2.49 1.30 1.93
C 2.02 0.00 1.64
C 1.79 -0.89 2.70
C 2.05 -0.48 3.99
C 2.56 0.80 4.25
C 2.78 1.69 3.23
H 0.89 -2.64 0.73
H 1.53 -4.73 -0.34
H 3.09 -4.73 -2.25
H 3.99 -2.59 -3.09
H 3.39 -0.50 -1.99
H 3.39 3.94 1.19
H 3.32 4.74 -1.14
H 2.42 3.31 -2.93
H 1.71 1.00 -2.43
H 1.40 -1.87 2.51
H 1.86 -1.15 4.81
H 2.79 1.08 5.27
H 3.18 2.67 3.41
```

natural (NBO) population analysis, charges in e, atoms 1 to 8: C -0.5996; C -0.0290; C -0.6158; C -0.5134; C 0.6538; O -0.6920; N -0.7174; C 0.6491


Max |F| for every record listed, in sequence, given in eV/A: 2.6 3.1 8.6 4.0 4.8 1.9.